w:
An isolated molecule of C3H4O2S2, computed with the ωB97M-V functional and the def2-TZVPD basis.

Geometry as XYZ:
```
11
Properties=species:S:1:pos:R:3:nbo_charge:R:1
C -1.18162 -0.32189 -0.24894 -0.13
C 0.09231 -0.02650 0.68317 -0.20
C 1.08158 0.44652 -0.34756 0.38
H -2.10153 -0.68555 1.56695 0.47
H -0.98934 -1.31445 -0.99683 0.25
H -1.66870 0.55565 -0.81952 0.22
H 2.69895 1.32037 -1.31718 0.20
O -2.03368 -1.06126 0.54827 -0.73
O 0.87846 0.26053 -1.55345 -0.53
S 0.41902 -0.18881 2.30419 0.16
S 2.80456 1.01538 0.18089 -0.08
```

Spin multiplicity = 1
SMILES = O=C(S)C(=S)CO
Highest occupied orbital energy = -9.8 eV

x:
A structure of composition C3H4O2S2, computed with the ωB97M-V functional and the def2-TZVPD basis.

Geometry as XYZ:
```
11
Properties=species:S:1:pos:R:3:nbo_charge:R:1
C 2.34795 -0.11975 0.11184 -0.79
C -0.51684 0.27593 0.07705 -0.45
C -1.86714 -0.33520 0.09843 0.70
H 3.26082 -0.68157 0.47473 0.26
H 2.89069 0.34837 -1.04821 0.23
H 2.11660 0.72554 0.90094 0.25
H -3.68224 -0.09010 -0.17120 0.51
O -2.82484 0.44727 -0.21505 -0.63
O -2.06198 -1.56136 0.10706 -0.59
S 0.67692 -0.90406 -0.26947 0.41
S -0.33994 1.89493 -0.06611 0.09
```

Spin multiplicity = 1
Highest occupied orbital energy = -9.0 eV

y:
An isolated molecule of C3H4O2S2, computed with the ωB97M-V functional and the def2-TZVPD basis.

Geometry as XYZ:
```
11
Properties=species:S:1:pos:R:3:nbo_charge:R:1
C 1.06673 -0.00154 1.27013 -0.35
C 0.95300 1.13912 -0.01267 -0.62
C -1.17122 -0.76316 0.10936 -0.80
O -1.15949 1.20851 -1.65729 -0.92
O 0.57651 -0.57290 -1.88081 -0.93
S -0.22492 -0.91900 1.67223 0.45
S -0.23338 0.30317 -1.09766 2.15
H 1.80889 -0.02638 2.05887 0.24
H 1.94525 1.62039 -0.45270 0.27
H -1.38044 -1.67099 -0.33824 0.25
H -2.18092 -0.31722 0.32877 0.26
```

Spin multiplicity = 1
SMILES = O=S1(=O)C=CSC1
Highest occupied orbital energy (alpha / beta) = -8.6 / -8.6 eV

Best to worst by energy: x, w, y.

w:
A cluster of 12 separate species, C48H72O24 in total, computed with the ωB97M-V functional and the def2-TZVPD basis.

Geometry as XYZ:
```
144
Properties=species:S:1:pos:R:3:mulliken_charge:R:1
O -5.84850 5.60824 1.30689 -0.63
C -4.89847 4.80445 1.15109 0.36
O -3.54303 5.15209 1.31037 -0.39
C -2.71408 4.05535 1.08626 -0.19
C -3.56464 3.23546 0.17970 0.21
C -4.95299 3.34129 0.77792 0.25
H -2.46308 3.59118 2.04001 0.14
H -1.92611 4.47667 0.46201 0.34
H -3.05428 2.27373 0.12760 -0.36
H -3.33889 3.57782 -0.83021 0.19
H -5.23187 2.67880 1.59732 0.35
H -5.66711 3.23702 -0.03894 -0.38
O -1.21645 -2.54818 -5.46768 -0.57
C -0.59845 -3.53682 -5.14624 0.30
O 0.15029 -4.33108 -6.09737 -0.42
C 0.82669 -5.35375 -5.38929 -0.61
C -0.02737 -5.58277 -4.08727 -0.35
C -0.43325 -4.20203 -3.79426 1.99
H 1.82194 -5.03686 -5.07756 0.24
H 0.90124 -6.31493 -5.89790 0.43
H 0.73591 -5.94396 -3.39802 0.15
H -0.81112 -6.33071 -4.20728 0.31
H 0.38418 -3.60514 -3.38972 -0.49
H -1.37685 -3.94149 -3.31484 -1.00
O 2.44232 6.06552 -2.07948 -0.71
C 3.28652 5.24899 -1.66717 0.31
O 4.53046 5.62439 -1.53895 -0.32
C 5.33400 4.56724 -1.34544 -0.56
C 4.46265 3.36255 -0.92806 -0.06
C 3.00814 3.84258 -1.29697 0.85
H 5.99098 4.77485 -0.50083 0.36
H 5.87968 4.25808 -2.23693 0.25
H 4.48809 3.18307 0.14676 -0.07
H 4.78531 2.38338 -1.28193 0.33
H 2.25598 3.68808 -0.52337 -0.34
H 2.65924 3.35075 -2.20498 0.01
O 5.73647 0.64830 0.23582 -0.74
C 5.24169 -0.15242 1.06752 0.54
O 4.23921 -0.94378 0.80173 -0.17
C 3.98333 -1.87331 1.78670 0.51
C 4.68279 -1.42964 3.10295 -0.62
C 5.49719 -0.28357 2.54559 -0.55
H 4.24598 -2.88711 1.48452 0.33
H 2.90747 -1.89119 1.96082 -0.46
H 5.30122 -2.29900 3.32622 0.31
H 3.96514 -1.32367 3.91648 0.29
H 6.57421 -0.41048 2.65523 0.35
H 5.31190 0.65867 3.06130 0.19
O -0.58580 -1.38306 -1.75394 -0.57
C -0.29878 -0.55146 -0.92617 -0.22
O 0.55349 -0.80871 0.26606 0.32
C 0.86622 0.30186 0.99241 -0.24
C -0.36832 1.16261 0.66388 -0.37
C -0.74082 0.93170 -0.80528 0.94
H 1.79991 0.66995 0.56717 0.19
H 0.92235 0.12128 2.06587 0.11
H 0.02604 2.17179 0.78283 0.36
H -1.16952 0.95110 1.37201 0.40
H -0.24900 1.56662 -1.54220 0.25
H -1.79191 1.14316 -1.00176 -0.81
O 0.98405 -2.67227 3.20154 -0.51
C -0.19694 -2.97919 3.42101 0.35
O -0.61365 -3.91604 4.27482 -0.42
C -2.00083 -4.05604 4.45540 -0.48
C -2.56668 -2.72281 3.79308 -0.65
C -1.43327 -2.31981 2.81315 0.99
H -2.12569 -4.02980 5.53790 0.35
H -2.42729 -4.88751 3.89424 0.29
H -2.71619 -1.98675 4.58299 0.31
H -3.51580 -2.84868 3.27209 0.33
H -1.29225 -1.27010 2.55560 -0.33
H -1.52061 -2.82203 1.84969 -0.29
O 1.92847 3.77827 2.08224 -0.48
C 2.46028 4.82905 2.35923 0.37
O 3.72682 4.96571 2.73963 -0.34
C 4.11727 6.34222 2.71528 -0.46
C 2.90776 7.27975 2.31446 -0.62
C 1.82141 6.18522 2.35184 -0.29
H 4.95726 6.40208 2.02324 0.26
H 4.51875 6.56975 3.70278 0.34
H 2.90314 7.78038 1.34625 0.31
H 2.81367 8.03485 3.09488 0.29
H 1.21655 6.37482 1.46510 0.31
H 1.37249 6.20277 3.34495 0.30
O -3.73686 1.00786 -2.14259 -0.64
C -4.86970 1.34374 -2.31929 0.60
O -5.12517 2.26710 -3.36010 -0.40
C -6.38750 2.80934 -3.31101 -0.37
C -7.13969 2.04950 -2.13190 -0.94
C -6.15004 1.05883 -1.58905 -0.13
H -7.02469 2.74442 -4.19298 0.32
H -6.15435 3.78631 -2.88759 0.27
H -7.94624 1.56477 -2.68200 0.40
H -7.47159 2.79802 -1.41242 0.25
H -6.48941 0.11432 -2.01428 0.30
H -5.79336 1.11494 -0.56058 0.26
O 2.95354 -4.56964 -1.39758 -0.61
C 2.07859 -5.09536 -0.68001 0.35
O 2.04508 -6.43931 -0.38383 -0.38
C 0.75682 -6.84133 0.04012 -0.59
C -0.08682 -5.66185 0.06866 -0.15
C 0.80087 -4.39781 -0.09654 1.76
H 0.81522 -7.34098 1.00709 0.32
H 0.25643 -7.49115 -0.67781 0.27
H -0.80287 -5.62147 0.88949 0.34
H -0.77487 -5.74387 -0.77274 -0.15
H 1.15632 -3.97454 0.84293 -0.13
H 0.38695 -3.69037 -0.81508 -1.01
O 1.65418 1.07827 -2.44582 -0.57
C 2.22058 0.26211 -3.13373 0.15
O 3.54987 0.43336 -3.31987 -0.33
C 3.99106 -0.63447 -4.11627 -0.69
C 2.81126 -1.51886 -4.52415 -0.31
C 1.59683 -0.76944 -4.02619 1.09
H 4.77940 -1.18198 -3.59968 0.33
H 4.38561 -0.03095 -4.93370 0.24
H 3.09366 -2.48534 -4.10667 0.08
H 2.60303 -1.72820 -5.57338 0.41
H 0.74491 -1.33906 -3.65489 -0.86
H 1.06442 -0.26125 -4.83017 0.37
O -2.88504 -4.48017 0.07366 -0.51
C -3.39283 -4.26192 -0.99415 0.54
O -3.81300 -5.33835 -1.74436 -0.42
C -4.48911 -4.90105 -2.94552 -0.41
C -4.59479 -3.32273 -2.76270 -0.79
C -3.61937 -2.93320 -1.65439 0.68
H -5.49127 -5.32857 -2.97724 0.33
H -3.82077 -5.20564 -3.75091 0.20
H -5.62393 -3.25136 -2.41073 0.35
H -4.37587 -2.84139 -3.71583 0.40
H -3.95521 -2.10853 -1.02573 0.48
H -2.72360 -2.46382 -2.06105 -0.82
O 0.53756 0.62696 7.68785 -0.66
C 0.53330 1.31236 6.67122 0.39
O 1.24402 0.97240 5.65190 -0.38
C 1.20927 1.85958 4.54220 0.58
C 0.49061 3.06098 5.06883 -0.25
C -0.20672 2.61844 6.32515 -0.38
H 0.70865 1.50213 3.64236 -0.55
H 2.20146 2.17966 4.22405 0.20
H -0.08936 3.38429 4.20442 0.21
H 1.38563 3.68283 5.08742 0.14
H -1.25017 2.30332 6.32567 0.29
H -0.01724 3.34081 7.11911 0.27
```

Spin multiplicity = 1
SMILES = O=C1CCCO1.O=C1CCCO1.O=C1CCCO1.O=C1CCCO1.O=C1CCCO1.O=C1CCCO1.O=C1CCCO1.O=C1CCCO1.O=C1CCCO1.O=C1CCCO1.O=C1CCCO1.O=C1CCCO1
Highest occupied orbital energy = -9.6 eV

x:
A cluster of 12 separate species, C48H72O24 in total, computed with the ωB97M-V functional and the def2-TZVPD basis.

Geometry as XYZ:
```
144
Properties=species:S:1:pos:R:3:mulliken_charge:R:1
O -25.90840 -6.98779 18.53125 -0.21
C -25.69773 -8.15802 18.29022 0.33
O -26.73103 -9.11755 18.19011 -0.29
C -26.28277 -10.40032 17.79888 -0.54
C -24.76564 -10.31473 17.84860 -0.69
C -24.28322 -8.84740 17.92682 -0.44
H -26.66653 -10.64892 16.80943 0.26
H -26.69875 -11.09220 18.53125 0.31
H -24.30911 -10.67373 16.92621 0.37
H -24.52023 -10.72674 18.82744 0.24
H -24.03816 -8.50692 16.92078 0.36
H -23.48629 -8.74359 18.66318 0.35
O -32.88536 -4.40344 27.04520 -0.59
C -32.85406 -4.53501 25.86354 0.31
O -32.42044 -3.56445 25.02968 -0.33
C -32.16362 -4.11592 23.73933 0.75
C -32.74809 -5.50155 23.74301 -0.09
C -32.84908 -5.84391 25.24947 -0.51
H -31.10664 -4.16247 23.47718 0.04
H -32.65258 -3.49684 22.98716 -0.39
H -32.03058 -6.12190 23.20594 -0.02
H -33.74989 -5.54333 23.31552 0.35
H -31.97023 -6.31965 25.68467 0.24
H -33.68645 -6.47886 25.53886 0.36
O -27.36480 0.37481 22.27991 -0.66
C -28.12017 0.44448 23.24267 0.68
O -28.62552 -0.69703 23.88392 -0.35
C -29.56793 -0.39766 24.92494 -0.27
C -29.36158 1.08115 25.12265 -0.53
C -28.89011 1.62224 23.83080 -0.47
H -29.47424 -1.03785 25.80213 0.30
H -30.47872 -0.73086 24.42738 0.13
H -28.57114 1.24730 25.85457 0.28
H -30.32910 1.37170 25.53202 0.35
H -28.21178 2.44667 24.05054 0.30
H -29.73086 1.80564 23.16178 0.26
O -33.62209 3.58325 17.65373 -0.61
C -33.26516 2.43441 17.61164 0.40
O -32.41085 1.90285 18.50048 -0.44
C -31.97668 0.54456 18.25546 1.31
C -32.79400 0.13524 17.03754 0.04
C -33.68818 1.35967 16.59956 -0.50
H -32.20986 -0.10044 19.10263 -1.27
H -30.92000 0.58646 17.99129 0.32
H -33.39819 -0.74460 17.25875 0.29
H -32.21219 -0.07248 16.13951 -0.32
H -34.75579 1.17323 16.71593 0.23
H -33.41038 1.69800 15.60133 0.33
O -23.75981 -2.43978 18.87984 -0.63
C -23.49104 -3.31461 18.08267 0.43
O -24.40486 -4.17927 17.57479 -0.08
C -23.79801 -5.34108 17.01352 -0.14
C -22.57158 -4.59422 16.37294 -0.77
C -22.15439 -3.57338 17.44641 -0.64
H -24.31070 -5.76511 16.15013 0.25
H -23.43656 -6.08106 17.72759 0.16
H -22.86367 -4.15439 15.41935 0.31
H -21.80638 -5.32434 16.10931 0.43
H -21.69251 -2.73418 16.92631 0.33
H -21.69546 -4.00217 18.33726 0.31
O -28.63323 -6.53801 21.96748 -0.69
C -29.44957 -6.73804 21.02374 0.45
O -30.75048 -6.72128 21.26159 -0.21
C -31.42249 -7.23471 20.16046 -0.67
C -30.50599 -7.01511 18.97799 -0.45
C -29.08857 -7.10047 19.52265 0.71
H -32.32451 -6.67151 19.92116 0.46
H -31.54296 -8.31721 20.20269 0.28
H -30.63654 -5.95928 18.74073 0.01
H -30.63148 -7.70796 18.14595 0.44
H -28.40291 -6.33077 19.16834 -0.60
H -28.69745 -8.11505 19.44686 0.20
O -23.93163 -7.99040 20.86238 -0.61
C -24.04018 -6.96090 21.47627 0.32
O -23.04131 -6.16181 21.80405 -0.42
C -23.50194 -4.81965 21.96212 0.34
C -24.85262 -5.09982 22.66162 -0.33
C -25.34954 -6.34456 21.80194 0.80
H -23.62383 -4.25985 21.03483 -0.33
H -22.72414 -4.34534 22.56058 0.23
H -25.47999 -4.20933 22.62242 0.06
H -24.63415 -5.34452 23.70108 0.36
H -25.99835 -6.00465 20.99472 -0.71
H -25.90839 -7.00553 22.46444 0.32
O -34.62197 -2.29526 19.14437 -0.67
C -34.36987 -1.37498 19.95571 0.57
O -35.15734 -0.22662 20.04665 -0.38
C -34.78695 0.52416 21.21603 -0.63
C -33.39152 0.02341 21.58714 -0.48
C -33.32935 -1.46617 21.11931 0.09
H -35.49142 0.17463 21.97078 0.35
H -34.80105 1.61112 21.13581 0.39
H -33.19534 0.04055 22.65921 0.36
H -32.62581 0.38111 20.89879 0.31
H -33.89710 -2.11032 21.79074 0.16
H -32.27555 -1.69156 20.95554 -0.06
O -26.14654 1.01621 14.89809 -0.62
C -26.31789 -0.18706 14.95402 0.28
O -26.77529 -0.83439 13.80957 -0.35
C -26.67777 -2.20417 13.99216 -0.41
C -25.71548 -2.39400 15.21429 -0.12
C -26.00373 -1.13506 16.05027 0.24
H -26.14541 -2.51029 13.09161 0.31
H -27.66561 -2.66424 14.01650 0.16
H -24.64623 -2.41863 15.00402 0.15
H -25.87957 -3.31472 15.77416 0.14
H -25.31483 -0.72447 16.78846 0.44
H -26.94271 -1.38387 16.54475 -0.17
O -23.98434 -1.53197 26.12433 -0.65
C -24.08733 -0.92568 25.02537 0.44
O -23.81942 -1.58534 23.86466 -0.35
C -23.96558 -0.76260 22.79178 0.31
C -23.70801 0.66397 23.43848 -0.71
C -24.37720 0.55821 24.77780 -0.06
H -24.85405 -0.96389 22.19328 -0.17
H -23.20001 -0.75262 22.01596 0.24
H -24.03406 1.45400 22.76198 0.40
H -22.61940 0.65514 23.38413 0.32
H -25.42625 0.69787 25.03873 -0.07
H -23.90197 1.19226 25.52629 0.30
O -29.97599 -1.03198 15.84761 -0.64
C -30.53072 -1.97144 15.21555 0.80
O -30.92050 -1.84354 13.93421 -0.41
C -31.57871 -3.03247 13.46841 -0.50
C -32.12142 -3.68257 14.70771 -0.74
C -30.98755 -3.34818 15.67719 0.22
H -31.12473 -3.80369 12.84615 0.28
H -32.41248 -2.55595 12.95281 0.37
H -32.32823 -4.72920 14.48433 0.39
H -33.09821 -3.28144 14.97805 0.26
H -30.17868 -4.07301 15.76923 0.22
H -31.52240 -3.28220 16.62465 -0.18
O -30.70112 -2.50619 18.96143 -0.29
C -29.54899 -2.72799 19.36810 0.32
O -28.52378 -3.07438 18.48705 -0.45
C -27.43163 -3.64379 19.24315 1.91
C -27.69235 -3.10113 20.68932 -0.02
C -28.95211 -2.33222 20.69200 0.12
H -26.57332 -3.15592 18.78119 -0.23
H -27.27357 -4.72111 19.29326 -1.71
H -26.95123 -2.30695 20.77953 -0.20
H -27.52946 -3.57732 21.65618 0.58
H -28.70639 -1.27035 20.67922 0.10
H -29.56865 -2.57544 21.55734 -0.12
```

Spin multiplicity = 1
SMILES = O=C1CCCO1.O=C1CCCO1.O=C1CCCO1.O=C1CCCO1.O=C1CCCO1.O=C1CCCO1.O=C1CCCO1.O=C1CCCO1.O=C1CCCO1.O=C1CCCO1.O=C1CCCO1.O=C1CCCO1
Highest occupied orbital energy = -9.7 eV

Best to worst by energy: w, x.

w:
An isolated molecule of C11H13N, computed with the ωB97M-V functional and the def2-TZVPD basis.

Geometry as XYZ:
```
25
Properties=species:S:1:pos:R:3:nbo_charge:R:1
C 3.67662 0.06143 -0.31693 -0.23
C 3.08475 -0.81358 0.60623 -0.20
C 2.79774 0.87911 -0.99470 -0.20
C 1.68842 -0.86256 0.82684 -0.19
C 1.40158 0.75275 -0.86112 -0.18
C 0.79846 -0.08404 0.08797 -0.13
C -2.82461 -0.49128 -1.11816 -0.02
C -2.84662 0.72330 -0.25394 -0.46
C -1.38906 1.18606 0.16819 -0.45
C -0.56599 -0.02908 0.46681 0.15
C -1.09468 -1.23370 1.17728 -0.67
N -1.88524 -1.08355 -1.62099 -0.23
H 4.70381 0.31113 -0.37213 0.21
H 3.78935 -1.35032 1.17011 0.21
H 3.20072 1.72816 -1.60317 0.21
H 1.33139 -1.51839 1.56570 0.21
H 0.77643 1.48360 -1.49860 0.20
H -3.86165 -0.74323 -1.59956 0.20
H -3.31903 1.51787 -0.80279 0.23
H -3.48158 0.49843 0.55052 0.22
H -0.89811 1.69677 -0.76055 0.22
H -1.34859 1.91783 0.95734 0.23
H -0.87997 -2.20188 0.72430 0.24
H -2.11356 -1.11116 1.29834 0.21
H -0.74059 -1.23365 2.20300 0.21
```

Spin multiplicity = 1
Highest occupied orbital energy (alpha / beta) = -8.9 / -6.9 eV

x:
A cluster of 2 separate species, C11H13N in total, computed with the ωB97M-V functional and the def2-TZVPD basis.

Geometry as XYZ:
```
25
Properties=species:S:1:pos:R:3:nbo_charge:R:1
C 1.52722 2.60951 -0.25289 -0.26
C 1.07909 1.50050 -0.28781 -0.04
C 0.56546 0.11095 -0.32907 -0.33
C 2.85960 -0.77054 -0.74739 -0.27
C 2.66267 -0.73898 0.72139 -0.27
C -1.39625 -1.19653 1.76039 -0.36
C -1.87050 -0.01529 1.34932 -0.23
C -2.23278 0.30875 -0.04105 -0.16
C -2.70345 1.51389 -0.38466 -0.29
C -2.05813 -0.71446 -1.04387 -0.05
C -1.90456 -1.58357 -1.87261 -0.20
H 1.91577 3.65377 -0.22204 0.25
H -0.12292 -0.00985 0.47377 0.25
H 0.07225 -0.04261 -1.29319 0.24
H 3.28746 -1.65556 -1.22942 0.20
H 3.07647 0.18891 -1.22592 0.20
H 2.93855 -1.59501 1.34329 0.20
H 2.74789 0.24498 1.20078 0.20
H -1.15039 -1.35062 2.79912 0.21
H -1.23070 -2.00032 1.05653 0.22
H -2.04760 0.79481 2.05789 0.22
H -2.95693 1.75581 -1.40422 0.21
H -2.82559 2.29860 0.36515 0.20
H -1.77693 -2.35051 -2.62101 0.25
N 1.54429 -0.95663 -0.17248 -0.39
```

Spin multiplicity = 1
SMILES = C#CC(=C)C=C.C#CCN1CC1
Highest occupied orbital energy = -9.0 eV

Best to worst by energy: w, x.